Density functional theory data (wB97M-V/def2-TZVPD) for a 3-piece molecular cluster, C28H42F17NO5 overall.

Geometry as XYZ:
```
93
Properties=species:S:1:pos:R:3
C -0.5999 -3.4054 3.5918
C -1.2629 -2.3232 4.4158
C -2.6164 -2.6213 5.0848
C -0.7245 -1.0412 4.5856
C -0.8174 -0.0383 3.4265
C 0.5038 -0.0314 2.5947
C 0.5265 0.9153 1.3370
C 1.7983 1.8101 1.5098
C -0.6648 1.8859 1.2430
C -1.9421 1.3337 0.5063
N -1.7150 0.1165 -0.3072
C -2.5976 -0.9746 0.0794
O -3.7514 -0.8318 0.1287
O -2.0425 -2.1534 0.4235
C -2.5361 -3.2512 -0.3562
C -3.0390 -4.4399 0.4751
C -4.0848 -4.0747 1.5421
O -1.9396 -5.1846 1.0096
C -1.9074 0.3071 -1.7034
F -2.1068 -0.9212 -2.2532
F -3.0291 0.9849 -2.0099
C -0.7213 1.0139 -2.4360
F -1.2733 1.7887 -3.3916
F -0.0101 1.8279 -1.6710
C 0.2910 0.0579 -3.1771
F 1.2197 0.8701 -3.7375
F -0.2560 -0.5725 -4.1954
C 1.1132 -0.8980 -2.2674
F 0.3942 -1.5380 -1.3509
F 2.0149 -0.1441 -1.6164
C 1.9064 -1.9901 -3.0571
F 1.0121 -2.9578 -3.3456
F 2.3776 -1.5533 -4.2173
C 3.0870 -2.6049 -2.2547
F 2.8728 -2.6594 -0.9374
F 4.1372 -1.8031 -2.4255
C 3.5062 -4.0453 -2.7197
F 3.3191 -4.2513 -4.0065
F 4.8327 -4.1206 -2.5231
C 2.9099 -5.1935 -1.8441
F 3.5486 -5.3436 -0.7242
F 3.0199 -6.3170 -2.5364
F 1.6241 -5.0210 -1.6059
H 0.3456 -3.7224 4.0408
H -0.3848 -3.0485 2.5689
H -1.2912 -4.2513 3.5029
H -3.2930 -2.8636 4.2582
H -2.9721 -1.7108 5.5693
H -2.4956 -3.4605 5.7897
H -0.2183 -0.7726 5.5177
H -0.9811 0.9631 3.8400
H -1.6767 -0.2911 2.7960
H 1.2892 0.3080 3.2877
H 0.7809 -1.0535 2.3120
H 0.7092 0.3320 0.4372
H 1.9300 2.3893 0.5826
H 1.7308 2.4641 2.3946
H 2.6519 1.1178 1.5413
H -0.9219 2.3381 2.2047
H -0.3220 2.7267 0.6214
H -2.3782 2.1742 -0.0404
H -2.6558 1.0786 1.2960
H -3.3365 -2.9765 -1.0535
H -1.7139 -3.6332 -0.9828
H -3.5402 -5.1076 -0.2481
H -5.0001 -4.6454 1.3405
H -3.7164 -4.4311 2.5092
H -4.3666 -3.0186 1.5314
H -1.6206 -5.7280 0.2784
C 2.1218 5.7772 4.7276
C 0.7049 5.5353 4.2308
C -0.3149 5.7708 5.3343
O 0.5881 4.1969 3.7460
H 2.3678 5.0909 5.5430
H 2.8432 5.5967 3.9292
H 2.2463 6.8006 5.0854
H 0.4935 6.1961 3.3887
H -0.1464 5.0843 6.1690
H -1.3256 5.5857 4.9671
H -0.2623 6.7940 5.7099
H 0.7711 3.5985 4.4808
C 0.2589 2.6655 -6.5338
C 1.2476 3.6222 -7.1821
C 2.6041 2.9629 -7.3814
O 1.3959 4.7849 -6.3680
H 0.6083 2.3545 -5.5475
H -0.7038 3.1598 -6.3934
H 0.1101 1.7757 -7.1489
H 0.8578 3.9567 -8.1449
H 3.0318 2.6616 -6.4206
H 3.3058 3.6620 -7.8388
H 2.5256 2.0801 -8.0187
H 1.7407 4.5038 -5.5122
```

Calculated values
- lowest unoccupied orbital energy (eV) = 0.44
- SMILES string = CC(C)=CCC[C@H](C)CCN(C(=O)OC[C@H](C)O)C(F)(F)C(F)(F)C(F)(F)C(F)(F)C(F)(F)C(F)(F)C(F)(F)C(F)(F)F.CC(C)O.CC(C)O
- orbital gap (eV) = 6.92

***

Density functional theory data (wB97M-V/def2-TZVPD) for C17H25ClMnO as an isolated structure.

Geometry as XYZ:
```
45
Properties=species:S:1:pos:R:3
C 4.6371 -2.6680 -0.7472
C 4.7473 -3.1254 -2.2096
C 5.8166 -1.7449 -0.4071
C 4.6631 -3.8962 0.1751
Cl 3.0534 -1.7486 -0.5058
H 6.7818 -2.2634 -0.5415
H 5.7629 -1.4128 0.6350
H 5.8219 -0.8643 -1.0577
H 5.6900 -3.6722 -2.3865
H 4.7318 -2.2672 -2.8894
H 3.9232 -3.7974 -2.4712
H 5.6030 -4.4634 0.0577
H 3.8371 -4.5763 -0.0578
H 4.5879 -3.5971 1.2257
C -1.6872 2.4133 -1.3996
C -0.6256 2.6744 -0.4596
C 0.3960 1.6687 -0.6958
H -0.5470 3.5535 0.1778
C -0.0124 0.8743 -1.8222
C -1.2611 1.3665 -2.2749
H -1.7897 1.0603 -3.1820
H -2.5523 3.0574 -1.5457
H 1.3742 1.6325 -0.2225
H 0.6026 0.1082 -2.2976
C -1.9951 -0.6086 2.1653
C -2.2527 0.7898 2.3151
C -1.0098 1.4993 2.1569
H -3.1707 1.2369 2.7006
C 0.0033 0.5113 1.8197
C -0.6280 -0.7823 1.8105
H -0.1070 -1.7310 1.6837
H -2.7194 -1.3972 2.3545
H -0.8473 2.5440 2.4040
H 1.0689 0.6928 1.7351
Mn -1.3127 0.8057 0.1936
C -5.7823 0.7751 0.1464
C -4.5243 1.5633 0.2407
C -4.6200 2.9919 0.6301
O -3.4275 0.9998 -0.0100
H -6.6479 1.4220 0.3104
H -5.7824 -0.0205 0.9013
H -5.8479 0.3131 -0.8441
H -4.0853 3.1848 1.5712
H -4.1961 3.6355 -0.1516
H -5.6704 3.2629 0.7687
```

Calculated values
- expectation value of S² = 4.2389
- lowest unoccupied orbital energy (spin up / spin down) (eV) = -9.74 / -8.60
- multiplicity = 4
- total charge = +2
- orbital gap (spin up / spin down) (eV) = 5.44 / 6.57

***

Density functional theory data (wB97M-V/def2-TZVPD) for one molecule with the formula C4H6N2O.

Geometry as XYZ:
```
13
Properties=species:S:1:pos:R:3
O 1.8290 1.1863 -1.7839
C 1.8061 1.2834 -0.5338
N 1.0623 0.4999 0.4254
C -0.1126 0.1569 0.0426
N -0.8564 -0.4403 1.0261
C -1.2986 -1.7922 0.5594
C -2.1487 -0.6816 0.4409
H 2.4325 1.9007 0.0625
H -0.5932 0.1068 -0.9828
H -1.3982 -2.3149 1.5454
H -0.8511 -2.3217 -0.2026
H -2.2304 -0.4599 -0.5619
H -2.9102 -0.6177 1.1952
```

Calculated values
- lowest unoccupied orbital energy (eV) = 0.20
- SMILES string = O=C/N=C/N1CC1
- energy relative to the best compared isomer or geometry (same formula, charge and spin) (kcal/mol) = 88.3
- orbital gap (eV) = 10.24

***

Density functional theory data (wB97M-V/def2-TZVPD) for C25H17BrClF3N4O4SY as an isolated structure.

Geometry as XYZ:
```
57
Properties=species:S:1:pos:R:3
Y 0.0320 1.1740 1.0862
F 1.4475 3.0410 7.0004
C 1.4977 3.7961 5.8695
F 0.3033 4.3591 5.7277
F 2.3732 4.8013 6.1529
C 1.9871 2.9808 4.7027
C 3.2919 2.5357 4.8129
C 3.8715 1.7608 3.8209
C 3.0829 1.4617 2.7253
N 1.8325 1.8801 2.6124
C 1.2259 2.6364 3.5621
S -0.4200 3.0417 3.2163
H 3.8620 2.8028 5.6941
H 4.8886 1.4073 3.8919
H 3.4497 0.8701 1.8958
O 1.8997 1.0124 -0.1872
N 1.9369 0.3626 -1.2978
N 0.8919 -0.3291 -1.4893
O -0.0851 -0.3923 -0.6371
C 0.7732 -1.0971 -2.6953
C -0.2285 -2.0518 -2.7502
C -0.3862 -2.7818 -3.9192
C 0.4461 -2.5566 -5.0045
C 1.4453 -1.5951 -4.9213
C 1.6172 -0.8538 -3.7655
H -0.8679 -2.2024 -1.8929
H -1.1747 -3.5197 -3.9729
H 0.3144 -3.1201 -5.9172
H 2.0898 -1.4058 -5.7688
H 2.3764 -0.0897 -3.6935
Br -3.7605 -1.7595 -2.7485
C -2.8334 -0.1573 -3.1637
C -2.5659 0.1426 -4.4884
N -1.9147 1.2408 -4.8537
C -1.5131 2.0631 -3.8893
C -1.7237 1.8354 -2.5328
C -2.4040 0.6871 -2.1586
C -1.1560 2.8095 -1.5174
O -0.7424 3.8894 -1.9035
O -1.1176 2.3738 -0.3079
H -2.8893 -0.5281 -5.2758
H -0.9806 2.9567 -4.1880
H -2.5653 0.4606 -1.1143
Cl -2.6687 0.0625 1.5710
C -2.0321 -1.5896 1.5349
C -2.7772 -2.5542 0.8919
C -2.2425 -3.8272 0.7536
C -0.9731 -4.0754 1.2624
C -0.2587 -3.0861 1.9112
C -0.7559 -1.7802 2.0823
C 0.0120 -0.6710 2.6334
H -3.7433 -2.3011 0.4825
H -2.8018 -4.5985 0.2458
H -0.5368 -5.0597 1.1546
H 0.7303 -3.3041 2.2973
H 0.9738 -1.0111 3.0310
H -0.5339 -0.1468 3.4316
```

Calculated values
- lowest unoccupied orbital energy (eV) = 2.32
- total charge = -1
- energy relative to the best compared isomer or geometry (same formula, charge and spin) (kcal/mol) = 4.7
- orbital gap (eV) = 7.12

***

Density functional theory data (wB97M-V/def2-TZVPD) for a 17-piece molecular cluster, C42H69ClN19O overall.

Geometry as XYZ:
```
132
Properties=species:S:1:pos:R:3
C 2.3312 -0.0263 3.4404
O 1.6411 1.2179 3.2362
C 2.3242 2.0534 2.3198
C 1.7219 2.1199 0.9340
C 0.3526 2.7977 0.8749
C -0.7636 2.1498 1.6402
N -2.0728 2.9389 1.5526
C -2.9047 2.1259 2.2917
N -3.9361 2.5470 3.0380
N -2.5081 0.8568 2.1725
C -1.3624 0.8395 1.2170
C -0.6403 -0.4783 1.4190
C -1.1585 -1.5069 0.4420
C -0.6514 -2.8925 0.8559
Cl -0.5489 -1.1471 -1.1986
H 2.7308 -0.0208 4.4492
H 1.6025 -0.8229 3.4147
H 3.0925 -0.2019 2.7037
H 3.3710 1.7823 2.2577
H 2.3136 3.0683 2.7143
H 2.3915 2.7427 0.3569
H 1.7426 1.1577 0.4373
H 0.0501 2.8328 -0.1700
H 0.4871 3.8303 1.1782
H -0.5732 2.1437 2.7075
H -2.0094 3.8248 2.0572
H -4.8763 2.3136 2.7540
H -3.8144 3.0729 3.8891
H -2.2535 0.6097 3.1339
H -1.8341 1.0027 0.2517
H -0.8479 -0.8519 2.4164
H 0.4308 -0.4214 1.3096
H -2.2396 -1.5716 0.4091
H 0.3581 -2.7590 1.1987
H -0.6824 -3.5966 0.0418
H -1.2403 -3.2075 1.7136
C 5.4195 -2.5338 0.6147
C 4.0422 -2.3197 1.0030
N 2.9464 -2.1612 1.3120
H 6.1050 -1.9703 1.2504
H 5.6895 -3.5863 0.6826
H 5.5942 -2.2121 -0.4115
C -5.3790 -0.9596 2.0342
C -6.2450 -1.7271 1.1560
N -6.9297 -2.3232 0.4562
H -4.4148 -0.7693 1.5676
H -5.8281 0.0019 2.2820
H -5.1987 -1.4886 2.9700
C 6.5975 2.0521 0.8992
C 7.1102 0.7180 1.1639
N 7.5164 -0.3382 1.3518
H 7.0739 2.4802 0.0191
H 5.5241 2.0259 0.7170
H 6.7849 2.7155 1.7422
C -2.4968 -6.8010 1.2562
C -1.1251 -6.8149 0.7670
N -0.0377 -6.8231 0.3983
H -3.2119 -6.7945 0.4386
H -2.7050 -7.6781 1.8641
H -2.6845 -5.9203 1.8678
C 1.5527 5.5535 -1.8613
C 2.2879 5.3895 -0.6185
N 2.8523 5.2529 0.3711
H 2.1783 6.0005 -2.6301
H 1.1932 4.5937 -2.2347
H 0.6941 6.2054 -1.7203
C -7.8436 -5.8917 1.0812
C -6.5612 -6.5005 1.3756
N -5.5387 -6.9831 1.5791
H -8.3171 -6.3534 0.2072
H -8.5276 -5.9877 1.9243
H -7.7248 -4.8283 0.8703
C -5.0010 3.5317 -0.0282
C -6.3967 3.8491 0.2281
N -7.4988 4.0920 0.4306
H -4.3467 4.0532 0.6669
H -4.8135 2.4619 0.0786
H -4.7073 3.8112 -1.0386
C 0.1913 -0.1672 -5.1524
C 0.0560 1.2755 -5.0266
N -0.0447 2.4141 -4.9271
H 0.3236 -0.4668 -6.1905
H 1.0542 -0.5231 -4.5908
H -0.6904 -0.6765 -4.7664
C 2.5493 9.5754 1.0068
C 2.2289 9.0034 -0.2899
N 1.9760 8.5502 -1.3132
H 1.8691 9.2058 1.7719
H 3.5640 9.3152 1.3028
H 2.4721 10.6610 0.9808
C 7.5506 -1.4117 -3.6223
C 6.5133 -0.7622 -2.8433
N 5.6916 -0.2481 -2.2272
H 8.4184 -1.6400 -3.0049
H 7.1873 -2.3465 -4.0483
H 7.8760 -0.7714 -4.4393
C 1.6321 -4.9634 -2.0037
C 3.0138 -4.9663 -2.4569
N 4.1059 -4.9688 -2.8098
H 0.9416 -4.9269 -2.8456
H 1.3943 -5.8527 -1.4209
H 1.4280 -4.0992 -1.3713
C 4.8717 1.8421 -5.9767
C 6.2552 1.4192 -5.8399
N 7.3471 1.0854 -5.7321
H 4.3731 1.2860 -6.7687
H 4.3255 1.6757 -5.0492
H 4.8125 2.9015 -6.2204
C -6.7490 -5.6957 5.2086
C -6.9181 -4.2962 4.8507
N -7.0512 -3.1935 4.5616
H -6.2077 -5.7973 6.1478
H -7.7112 -6.1915 5.3260
H -6.1912 -6.2305 4.4396
C 4.8485 -4.7862 3.8477
C 6.1540 -4.6512 3.2203
N 7.1803 -4.5418 2.7200
H 4.0670 -4.9037 3.0975
H 4.8214 -5.6564 4.5014
H 4.6129 -3.9070 4.4456
C 2.0711 10.4300 -4.5682
C 3.1272 10.7151 -5.5263
N 3.9620 10.9400 -6.2800
H 1.3436 9.7342 -4.9828
H 2.4744 9.9864 -3.6589
H 1.5401 11.3385 -4.2885
C -9.3582 -4.3114 -3.0659
C -9.2804 -5.5255 -2.2718
N -9.2194 -6.4800 -1.6382
H -10.3718 -3.9145 -3.0670
H -8.6954 -3.5456 -2.6650
H -9.0699 -4.5047 -4.0977
```

Calculated values
- lowest unoccupied orbital energy (eV) = -4.14
- total charge = +1
- orbital gap (eV) = 8.07

***

Density functional theory data (wB97M-V/def2-TZVPD) for a 3-piece molecular cluster, C22H47N3O12P2 overall.

Geometry as XYZ:
```
86
Properties=species:S:1:pos:R:3
C 1.8672 -6.5177 1.4612
C 1.6405 -4.9602 1.4828
O 1.6058 -4.3719 2.5238
O 1.4461 -4.3798 0.2281
C 0.1302 -3.8009 0.1009
C -1.0600 -4.8147 0.2229
C -1.4389 -5.5173 -1.1580
C -2.4052 -6.7547 -0.9945
C -3.3732 -6.6848 0.2238
C -4.0358 -8.0731 0.6164
N -5.1843 -7.5544 1.4019
C -5.4545 -6.1892 1.0316
N -6.4012 -5.4208 1.4550
C -6.4839 -3.9970 0.9403
O -6.2751 -3.0824 1.7187
O -6.7364 -3.8895 -0.3003
N -4.4977 -5.7141 0.0931
H 2.8635 -6.7020 0.9862
H 1.0852 -6.9535 0.7816
H 1.8409 -6.9445 2.4890
H 0.0021 -3.0389 0.9195
H 0.0665 -3.3394 -0.9210
H -1.9853 -4.2761 0.5811
H -0.8961 -5.6493 0.9557
H -0.4556 -5.8378 -1.6100
H -1.8979 -4.7164 -1.8057
H -1.7890 -7.6982 -0.9363
H -2.9776 -6.8473 -1.9629
H -2.9510 -6.3827 1.2264
H -3.3728 -8.5568 1.3892
H -4.2216 -8.8164 -0.1949
H -5.0307 -7.5766 2.4162
H -7.0881 -5.7801 2.1244
H -4.8243 -5.5462 -0.8623
O -0.7129 3.5304 0.9530
P -0.8973 2.1240 1.5002
O -1.8097 2.5750 2.8073
C -3.0736 3.1882 2.5572
C -4.1159 2.1711 2.1232
O 0.6197 2.0695 2.1837
C 1.6974 2.7549 1.5438
C 1.9405 4.1050 2.1985
O -1.0606 0.5023 1.9731
C -0.8236 0.0903 3.3310
C -2.0901 0.0742 4.1700
H -2.9747 3.9739 1.8044
H -3.3907 3.6710 3.4838
H -3.7346 1.5128 1.3380
H -5.0129 2.6742 1.7567
H -4.4079 1.5390 2.9630
H 1.5097 2.8601 0.4735
H 2.5893 2.1318 1.6492
H 1.0143 4.6488 2.3833
H 2.5903 4.7238 1.5763
H 2.4181 3.9708 3.1717
H -0.0529 0.6875 3.8170
H -0.4440 -0.9322 3.2710
H -2.3469 1.0665 4.5356
H -1.9477 -0.5598 5.0506
H -2.9357 -0.3049 3.5938
O 3.2904 6.3760 -1.3981
P 3.9146 5.2377 -2.1868
O 4.6117 6.1970 -3.3447
C 5.6006 7.1342 -2.9249
C 6.9268 6.4556 -2.6244
O 2.4938 4.8129 -2.9369
C 1.2559 4.9753 -2.2349
C 0.5680 6.2649 -2.6499
O 4.6081 3.8701 -2.8801
C 4.5297 3.6057 -4.2871
C 5.7312 4.1220 -5.0600
H 5.2534 7.6903 -2.0510
H 5.7295 7.8565 -3.7335
H 6.7944 5.5757 -1.9892
H 7.6086 7.1495 -2.1284
H 7.4039 6.1214 -3.5471
H 1.4127 4.9384 -1.1558
H 0.6214 4.1236 -2.4919
H 1.2602 7.1060 -2.6893
H -0.2412 6.5089 -1.9599
H 0.1487 6.1617 -3.6533
H 3.6054 3.9808 -4.7259
H 4.5054 2.5177 -4.3794
H 5.6466 5.1850 -5.2783
H 5.8070 3.6068 -6.0223
H 6.6539 3.9626 -4.4996
```

Calculated values
- lowest unoccupied orbital energy (eV) = -1.55
- energy relative to the best compared isomer or geometry (same formula, charge and spin) (kcal/mol) = 113.3
- orbital gap (eV) = 7.16